1.
Molecular formula: C12H44N8O10
Method: DFT, the ωB97M-V functional and the def2-TZVPD basis

The calculation puts the HOMO energy at -8.82 eV. Its SMILES is NC(N)=O.NC(N)=O.NC(N)=O.NC(N)=O.CCO.CCO.CO.CO.CO.CO. The calculation puts the energy above the lowest of the compared OMol25 structures with the same formula, charge and spin at 101.3 kcal per mole. For the orbital gap, the calculation gives 8.832 eV. Its multiplicity is 1. The total energy comes out at -1673.880192 Ha.

Structure (XYZ):
```
74
C12H44N8O10, DFT the ωB97M-V functional and the def2-TZVPD basis
C 1.260 -1.144 2.761
C 0.197 -2.261 3.114
O -1.149 -1.970 2.645
H 2.292 -1.585 2.613
H 1.425 -0.522 3.539
H 1.025 -0.551 1.996
H 0.149 -2.466 4.215
H 0.457 -3.128 2.587
H -1.000 -1.909 1.709
C 2.749 -1.406 -1.080
C 4.148 -1.992 -0.920
O 4.095 -2.459 0.322
H 2.729 -0.819 -1.973
H 2.418 -0.769 -0.282
H 2.102 -2.255 -1.211
H 4.837 -1.141 -0.859
H 4.332 -2.673 -1.720
H 4.964 -2.398 0.651
C -1.136 3.522 -2.758
O -0.252 3.034 -1.798
N -0.746 3.720 -4.005
N -2.377 3.791 -2.607
H 0.194 3.183 -4.085
H -1.491 3.754 -4.800
H -2.557 3.522 -1.645
H -3.083 3.736 -3.328
C 3.083 2.287 -1.261
O 3.994 1.273 -1.106
N 1.956 2.289 -0.625
N 3.176 3.399 -1.998
H 1.728 1.475 -0.160
H 1.116 2.776 -1.051
H 4.108 3.621 -2.555
H 2.620 4.269 -1.946
C -2.931 0.588 3.814
O -3.354 0.468 2.488
N -3.202 1.516 4.729
N -2.204 -0.342 4.415
H -3.622 2.379 4.302
H -2.514 1.819 5.504
H -1.753 -1.129 3.807
H -1.665 -0.210 5.267
C 0.329 -2.717 -3.570
O 1.575 -2.881 -4.056
N -0.409 -3.742 -3.235
N -0.284 -1.619 -3.201
H 0.007 -4.659 -3.487
H -1.354 -3.759 -2.739
H 0.249 -0.685 -3.276
H -1.323 -1.545 -3.156
C 0.197 -4.352 0.144
O -1.021 -4.527 0.888
H 0.013 -4.161 -0.889
H 0.835 -5.223 0.323
H 0.729 -3.516 0.551
H -1.597 -3.869 0.664
C -0.793 -0.027 -0.215
O -0.909 -1.377 -0.424
H 0.170 0.274 0.209
H -1.374 0.444 0.596
H -0.970 0.594 -1.098
H -0.396 -1.480 -1.221
C -0.220 1.986 2.592
O -0.488 2.679 1.356
H 0.828 2.057 2.712
H -0.543 0.977 2.595
H -0.629 2.486 3.474
H 0.143 3.393 1.237
C -3.422 1.841 -0.771
O -2.798 2.894 -0.146
H -3.714 1.117 -0.004
H -2.706 1.332 -1.517
H -4.242 2.149 -1.385
H -2.004 2.622 0.342
```

***

2.
Molecular formula: C2H2FNO2
Method: DFT, the ωB97M-V functional and the def2-TZVPD basis

The calculation puts the HOMO energy at -9.64 eV. Its SMILES is C=C=O.O=NF. The calculation puts the energy above the lowest of the compared OMol25 structures with the same formula, charge and spin at 107.0 kcal per mole. For the orbital gap, the calculation gives 8.806 eV. Its multiplicity is 1. The total energy comes out at -382.359958 Ha.

Structure (XYZ):
```
8
C2H2FNO2, DFT the ωB97M-V functional and the def2-TZVPD basis
C -0.982 0.034 0.682
C -0.917 -0.883 -0.243
N 1.465 0.288 -0.052
O -0.796 -1.616 -1.112
O 1.810 -0.449 -0.859
F 1.601 1.788 -0.504
H -1.183 -0.237 1.628
H -0.998 1.075 0.461
```

***

3.
Molecular formula: C33H47FN6O7Ti
Method: DFT, the ωB97M-V functional and the def2-TZVPD basis

The calculation puts the HOMO energy at -12.36 eV. The net charge is +2. The calculation puts the energy above the lowest of the compared OMol25 structures with the same formula, charge and spin at 0.0 kcal per mole. For the orbital gap, the calculation gives 7.319 eV. Its multiplicity is 1. The total energy comes out at -3089.949158 Ha.

Structure (XYZ):
```
95
C33H47FN6O7Ti, DFT the ωB97M-V functional and the def2-TZVPD basis
Ti -0.233 -2.355 0.983
C 0.409 -3.855 3.635
N -0.487 -4.013 2.474
C 0.089 -5.146 1.686
C -1.844 -4.451 2.955
C -2.391 -3.739 4.188
N -2.786 -2.359 3.917
C -4.073 -2.323 3.250
C -2.821 -1.528 5.108
H 0.295 -4.708 4.307
H 0.163 -2.932 4.177
H 1.426 -3.792 3.276
H 0.270 -5.990 2.355
H 1.043 -4.803 1.220
H -0.606 -5.428 0.872
H -1.748 -5.504 3.199
H -2.510 -4.392 2.084
H -1.707 -3.741 5.036
H -3.298 -4.281 4.513
H -4.863 -2.733 3.898
H -4.045 -2.909 2.319
H -4.347 -1.286 2.976
H -3.520 -1.902 5.860
H -3.125 -0.502 4.842
H -1.867 -1.506 5.618
N -3.207 -4.431 -1.405
C -2.571 -3.565 -2.361
C -1.148 -4.041 -2.726
C -0.154 -3.254 -1.938
O 0.739 -2.563 -2.371
O -0.347 -3.326 -0.574
H -3.412 -5.342 -1.833
H -4.071 -4.089 -1.027
H -2.525 -2.563 -1.921
H -3.117 -3.465 -3.330
H -0.954 -3.932 -3.783
H -1.061 -5.103 -2.483
C -0.413 1.011 4.020
C -0.762 0.185 2.794
O -0.065 -0.827 2.576
C -1.859 0.586 1.896
C -2.502 1.854 1.979
C -3.589 2.142 1.215
C -4.078 1.183 0.316
C -3.505 -0.043 0.186
C -2.381 -0.373 0.961
O -1.945 -1.626 0.816
H 0.392 0.561 4.579
H -1.280 1.113 4.670
H -0.149 2.039 3.777
H -2.074 2.562 2.696
H -4.104 3.097 1.223
H -4.954 1.394 -0.291
H -3.892 -0.775 -0.504
C 5.629 1.354 -2.228
C 5.163 1.826 -0.844
N 3.833 1.281 -0.493
C 3.747 0.251 0.354
C 2.561 -0.426 0.624
C 2.667 -1.660 1.460
O 3.694 -1.935 2.044
O 1.602 -2.435 1.439
C 1.393 -0.125 -0.085
O 0.317 -0.740 -0.070
C 1.438 1.095 -0.878
C 0.254 1.557 -1.447
C 0.296 2.631 -2.271
F -0.860 3.101 -2.790
C 1.528 3.289 -2.597
C 2.684 2.831 -1.993
C 2.648 1.713 -1.126
N 1.586 4.405 -3.455
C 0.688 4.551 -4.567
C 1.360 5.373 -5.641
N 1.874 6.662 -5.043
C 2.751 6.489 -3.832
C 1.990 5.622 -2.841
H 6.561 1.845 -2.507
H 4.921 1.593 -3.004
H 5.820 0.292 -2.250
H 5.080 2.891 -0.755
H 5.813 1.452 -0.065
H 4.653 -0.076 0.850
H -0.679 1.069 -1.224
H 3.628 3.311 -2.249
H -0.261 5.035 -4.310
H 0.451 3.564 -4.961
H 0.725 5.655 -6.470
H 2.226 4.901 -6.082
H 1.064 7.205 -4.751
H 2.362 7.195 -5.760
H 2.970 7.480 -3.424
H 3.659 6.032 -4.204
H 1.101 6.216 -2.458
H 2.624 5.397 -2.000
```

***

4.
Molecular formula: C6H18ClInN3O
Method: DFT, the ωB97M-V functional and the def2-TZVPD basis

The calculation puts the HOMO energy at -3.90 eV. The net charge is -1. For the orbital gap, the calculation gives 6.342 eV. Its multiplicity is 1. The total energy comes out at -1129.242200 Ha.

Structure (XYZ):
```
30
C6H18ClInN3O, DFT the ωB97M-V functional and the def2-TZVPD basis
C -1.444 -2.859 2.596
C -1.161 -3.935 1.555
N -2.167 -3.956 0.467
In -2.472 -1.999 -0.436
C -0.498 -0.921 -0.328
C -0.103 -0.220 -1.619
C -0.195 1.301 -1.520
Cl 1.672 -0.629 -2.019
H -0.788 -1.995 2.495
H -1.284 -3.250 3.601
H -2.469 -2.502 2.533
H -0.157 -3.801 1.141
H -1.188 -4.900 2.073
H -1.729 -4.479 -0.291
H -3.733 -1.176 0.545
H -3.036 -2.184 -2.123
H -0.553 -0.217 0.496
H 0.260 -1.647 -0.054
H -0.655 -0.587 -2.473
H -0.754 1.743 -2.346
H 0.782 1.755 -1.546
H -0.666 1.612 -0.594
C 2.559 4.111 0.132
O 2.016 3.563 1.070
N 2.884 3.461 -1.025
N 2.891 5.444 0.163
H 3.331 3.910 -1.801
H 2.657 2.483 -1.091
H 2.663 5.952 0.996
H 3.336 5.923 -0.596
```

***

5.
Molecular formula: C3H7BrCl2Si
Method: DFT, the ωB97M-V functional and the def2-TZVPD basis

The calculation puts the HOMO energy at -8.08 eV. The calculation puts the energy above the lowest of the compared OMol25 structures with the same formula, charge and spin at 49.2 kcal per mole. For the orbital gap, the calculation gives 7.901 eV. Its multiplicity is 1. The total energy comes out at -3902.423652 Ha.

Structure (XYZ):
```
14
C3H7BrCl2Si, DFT the ωB97M-V functional and the def2-TZVPD basis
C 1.653 1.210 0.050
C 0.313 0.467 0.092
C -2.251 -2.213 -0.157
Si 0.512 -1.420 0.033
Cl 1.449 -2.098 -1.617
Cl 1.348 -2.196 1.693
Br -3.291 -0.633 -0.013
H 1.484 2.281 0.141
H 2.301 0.899 0.867
H 2.171 1.026 -0.889
H -0.306 0.802 -0.742
H -0.220 0.746 1.001
H -2.349 -2.663 -1.132
H -2.411 -2.875 0.681
```